Record 1
Molecular formula: C22H22CuF4N2Si
Method: DFT, wB97M-V/def2-TZVPD

Element x y z (Å)
Cu  1.136  -0.267  -0.232
C  3.483  -2.107  -1.230
N  3.115  -1.011  -0.326
C  3.966  0.128  -0.628
C  3.255  -1.433  1.090
C  2.586  -0.469  2.091
N  1.541  0.331  1.511
C  0.978  1.401  2.178
C  0.402  2.426  1.417
F  0.370  2.399  0.062
C  -0.055  3.594  1.987
F  -0.518  4.549  1.160
C  -0.029  3.819  3.342
C  0.463  2.781  4.114
F  0.502  2.923  5.456
C  0.865  1.587  3.551
F  1.220  0.590  4.395
H  4.501  -2.469  -1.050
H  2.762  -2.926  -1.100
H  3.444  -1.763  -2.265
H  5.024  -0.144  -0.664
H  3.684  0.568  -1.604
H  3.852  0.880  0.150
H  2.780  -2.397  1.163
H  4.319  -1.579  1.365
H  2.214  -1.087  2.915
H  3.338  0.220  2.506
H  -0.417  4.740  3.775
C  -2.942  -4.527  -1.422
C  -3.481  -3.806  -0.358
C  -2.919  -2.568  -0.002
C  -1.832  -2.043  -0.671
C  -1.319  -2.766  -1.742
C  -1.855  -3.990  -2.110
Si  -1.174  -0.368  -0.178
C  -1.954  0.922  -1.259
C  -2.900  1.789  -0.730
C  -3.396  2.838  -1.471
C  -3.063  2.973  -2.818
C  -2.161  2.074  -3.389
C  -1.588  1.093  -2.594
H  -3.402  -5.478  -1.730
H  -4.371  -4.137  0.159
H  -3.377  -2.035  0.843
H  -0.502  -2.347  -2.316
H  -1.430  -4.518  -2.964
H  -1.557  -0.036  1.243
H  -3.221  1.720  0.301
H  -4.107  3.549  -1.049
H  -3.521  3.748  -3.422
H  -1.873  2.187  -4.433
H  -0.833  0.441  -3.019

Calculated values
LUMO (spin up / spin down), eV: 0.37 / -1.36
Orbital gap (spin up / spin down), hartree: 0.284 / 0.225
DFT total energy, eV: -89536.284
HOMO level (spin up / spin down), eV: -7.37 / -7.50
Expectation value of S²: 0.755
2S+1: 2


Record 2
Molecular formula: C19H28CoF6NO13S2
Method: DFT, wB97M-V/def2-TZVPD

Element x y z (Å)
Co  -13.595  -23.626  -18.394
C  -11.104  -20.504  -19.361
F  -10.404  -21.382  -18.619
F  -11.622  -19.599  -18.583
F  -10.222  -19.974  -20.199
S  -12.330  -21.456  -20.384
O  -12.751  -20.621  -21.476
O  -11.626  -22.671  -20.688
N  -13.578  -21.856  -19.293
S  -14.677  -20.673  -19.190
O  -15.425  -20.791  -17.961
O  -14.251  -19.311  -19.388
C  -15.910  -21.085  -20.591
F  -17.139  -21.009  -20.079
F  -15.785  -20.166  -21.546
F  -15.694  -22.299  -21.107
O  -11.521  -24.124  -18.272
C  -10.537  -24.670  -18.681
O  -10.420  -25.995  -18.611
C  -9.181  -26.486  -19.155
C  -8.268  -25.245  -19.039
C  -9.214  -24.051  -19.114
H  -9.397  -26.681  -20.205
H  -8.787  -27.364  -18.660
H  -7.360  -25.251  -19.642
H  -7.803  -25.244  -18.046
H  -9.247  -23.625  -20.117
H  -8.934  -23.245  -18.442
O  -13.359  -22.776  -16.492
C  -13.143  -21.921  -15.670
O  -12.034  -21.204  -15.697
C  -11.945  -20.381  -14.487
C  -13.039  -20.935  -13.549
C  -14.035  -21.445  -14.586
H  -12.211  -19.376  -14.809
H  -10.950  -20.514  -14.081
H  -13.500  -20.181  -12.918
H  -12.567  -21.720  -12.960
H  -14.608  -20.613  -15.018
H  -14.855  -22.121  -14.349
O  -15.716  -23.491  -18.169
C  -16.810  -23.686  -17.655
O  -16.918  -24.389  -16.560
C  -18.298  -24.335  -16.082
C  -19.065  -24.153  -17.391
C  -18.146  -23.277  -18.222
H  -18.521  -23.539  -15.375
H  -18.512  -25.298  -15.628
H  -20.045  -23.711  -17.199
H  -19.274  -25.115  -17.861
H  -18.388  -22.226  -18.069
H  -18.189  -23.510  -19.283
O  -13.645  -25.564  -17.335
C  -14.017  -26.698  -17.243
O  -15.075  -26.992  -16.439
C  -15.310  -28.389  -16.349
C  -14.187  -29.023  -17.138
C  -13.508  -27.941  -17.963
H  -16.287  -28.696  -16.738
H  -15.346  -28.734  -15.314
H  -14.448  -29.920  -17.714
H  -13.511  -29.575  -16.474
H  -13.852  -27.857  -18.991
H  -12.434  -28.032  -17.841
C  -14.756  -25.443  -20.629
O  -13.534  -24.814  -20.237
H  -14.639  -26.511  -20.825
H  -15.520  -25.265  -19.878
H  -15.131  -25.012  -21.561
H  -12.893  -24.971  -20.938

Calculated values
Energy above the lowest of the compared OMol25 structures with the same formula, charge and spin, kcal per mole: 1.1
LUMO (spin up / spin down), eV: -1.97 / -2.35
Total charge: +1
Orbital gap (spin up / spin down), hartree: 0.395 / 0.381
DFT total energy, eV: -123862.071
HOMO level (spin up / spin down), eV: -12.71 / -12.72
Expectation value of S²: 3.755
2S+1: 4


Record 3
Molecular formula: C13H21BrN4O6P
Method: DFT, wB97M-V/def2-TZVPD

Element x y z (Å)
C  3.630  -0.667  3.331
C  3.216  -1.513  2.140
O  2.859  -2.659  2.300
N  3.229  -0.933  0.852
C  1.903  -0.719  0.271
C  1.717  0.674  -0.316
C  1.872  1.835  0.681
C  0.540  2.473  1.091
N  0.055  1.902  2.376
C  -0.584  0.681  2.372
N  -0.451  -0.183  3.473
N  -1.341  0.247  1.406
P  -2.220  -1.316  1.312
O  -1.152  -2.411  1.781
Br  -3.614  -1.123  3.042
H  3.134  -1.092  4.197
H  4.703  -0.754  3.481
H  3.366  0.380  3.219
H  3.809  -0.106  0.838
H  1.138  -0.913  1.030
H  1.721  -1.444  -0.521
H  0.745  0.756  -0.793
H  2.459  0.799  -1.103
H  2.481  2.616  0.238
H  2.374  1.513  1.589
H  -0.189  2.436  0.282
H  0.719  3.525  1.289
H  -0.442  2.588  2.934
H  0.530  -0.453  3.540
H  -0.644  0.346  4.322
H  -1.471  0.842  0.586
H  -1.462  -3.286  1.522
C  -2.864  1.037  -3.509
C  -3.391  0.304  -4.506
C  -2.894  -1.083  -4.819
O  -3.433  -1.686  -5.719
C  -1.794  -1.613  -4.023
C  -1.274  -0.876  -3.038
C  -1.795  0.498  -2.709
O  -1.285  1.112  -1.771
O  -0.261  -1.312  -2.287
O  -4.369  0.732  -5.272
H  -3.216  2.032  -3.277
H  -1.428  -2.601  -4.265
H  -0.060  -0.600  -1.660
H  -4.567  0.017  -5.908

Calculated values
LUMO, eV: -4.31
Total charge: +1
Orbital gap, hartree: 0.291
DFT total energy, eV: -111392.601
HOMO level, eV: -12.24
2S+1: 1


> Number 3 is which compound?

C13H21BrN4O6P